(1)
Entry from OMol25: C32H32BrN4O2Re as an isolated structure at a distorted geometry (the ωB97M-V functional and the def2-TZVPD basis).

Its HOMO energy (alpha / beta) is -15.91 / -16.05 eV. For the total energy, the calculation gives -115902.085 eV. As for the energy above the lowest of the compared OMol25 structures with the same formula, charge and spin: 0.785 eV.

```
! RIJCOSX wB97M-V def2-TZVPD def2/J DEFGRID3
* xyz 3 4
Re 0.224 0.996 0.148
C 4.618 -0.640 0.588
C 4.082 0.669 0.016
C 5.223 1.677 -0.209
C 3.028 1.323 0.878
C 2.167 2.292 0.314
C 1.204 2.973 1.107
C 1.126 2.736 2.490
C 0.170 3.490 3.351
C 2.027 1.809 3.047
C 2.938 1.124 2.269
H 5.298 -1.096 -0.130
H 3.826 -1.361 0.800
H 5.190 -0.474 1.502
H 3.618 0.462 -0.956
H 5.700 1.933 0.738
H 4.878 2.600 -0.678
H 5.978 1.233 -0.856
H 2.378 2.645 -0.690
H 0.665 3.815 0.689
H -0.667 3.890 2.779
H 0.689 4.339 3.806
H -0.207 2.872 4.166
H 2.004 1.637 4.117
H 3.615 0.426 2.745
O 1.917 -1.812 2.782
C 0.849 -2.420 3.306
C 1.088 -3.412 4.271
C 0.027 -4.049 4.869
C -1.285 -3.708 4.524
C -1.523 -2.728 3.558
C -0.475 -2.085 2.927
C -0.769 -1.117 1.817
O 0.099 0.023 1.806
N -0.560 -1.766 0.525
N -0.521 -0.812 -0.505
C -0.796 -1.171 -1.730
C -0.499 -0.371 -2.851
Br 0.577 1.182 -2.423
C -0.816 -0.537 -4.173
C -1.393 -1.656 -4.847
C -2.032 -1.385 -6.074
C -2.652 -2.397 -6.778
C -2.599 -3.699 -6.295
C -1.917 -3.996 -5.112
C -1.322 -2.989 -4.389
H 1.626 -1.054 2.248
H 2.114 -3.640 4.529
H 0.206 -4.809 5.618
H -2.118 -4.201 5.005
H -2.546 -2.474 3.303
H -1.796 -0.754 1.948
H -1.185 -2.544 0.335
H -1.273 -2.131 -1.900
H -0.614 0.318 -4.813
H -2.051 -0.371 -6.455
H -3.156 -2.181 -7.709
H -3.062 -4.498 -6.858
H -1.834 -5.023 -4.784
H -0.724 -3.246 -3.525
N -6.155 4.753 -0.670
C -5.172 4.170 -0.559
C -3.947 3.441 -0.425
C -2.753 3.957 -0.927
C -1.597 3.228 -0.777
N -1.571 2.024 -0.163
C -2.731 1.527 0.315
C -3.926 2.199 0.207
H -2.725 4.916 -1.425
H -0.660 3.608 -1.159
H -2.689 0.561 0.794
H -4.830 1.762 0.609
*
```



(2)
Entry from OMol25: C32H32Cl2N12PPt as an isolated structure at a distorted geometry (the ωB97M-V functional and the def2-TZVPD basis).

Its HOMO energy (alpha / beta) is -7.92 / -9.12 eV. For the total energy, the calculation gives -89144.712 eV. As for the energy above the lowest of the compared OMol25 structures with the same formula, charge and spin: 12.884 eV.

```
! RIJCOSX wB97M-V def2-TZVPD def2/J DEFGRID3
* xyz 1 5
Pt 0.337 -0.029 0.561
C -4.335 -3.126 1.144
N -2.934 -2.735 1.189
C -1.895 -3.602 1.412
C -0.755 -2.866 1.313
N -1.100 -1.573 1.037
C -2.413 -1.502 0.962
P -3.458 -0.076 0.573
C -2.431 1.266 1.246
N -1.110 1.401 1.237
C -0.801 2.632 1.752
C -1.960 3.270 2.065
N -2.977 2.408 1.745
C -4.394 2.711 1.865
C -2.968 0.024 -1.365
N -1.636 -0.187 -1.554
C -1.951 2.620 -2.886
C -3.162 2.153 -2.573
N -3.698 0.980 -2.051
C -5.141 0.906 -1.889
H -4.534 -3.829 1.950
H -4.568 -3.591 0.187
H -4.959 -2.247 1.278
H -2.059 -4.645 1.615
H 0.273 -3.159 1.437
H 0.216 2.965 1.868
H -2.150 4.242 2.483
H -4.528 3.451 2.649
H -4.939 1.808 2.129
H -4.783 3.108 0.927
H 0.590 2.025 -0.907
H -3.907 2.923 -2.780
H -5.615 1.713 -2.443
H -5.426 0.991 -0.835
H -5.517 -0.043 -2.269
C 1.365 0.346 6.015
C 0.271 0.103 5.195
C 0.437 -0.155 3.846
C 1.713 -0.164 3.267
C 2.814 0.070 4.105
C 2.634 0.318 5.457
N 1.860 -0.472 1.910
C 3.116 -0.257 1.303
C 3.752 -1.334 0.682
C 4.982 -1.171 0.059
C 5.591 0.077 0.027
C 4.961 1.161 0.633
C 3.742 0.995 1.271
H 1.231 0.542 7.070
H -0.729 0.107 5.613
H -0.424 -0.355 3.225
H 3.817 0.037 3.702
H 3.502 0.488 6.081
H 3.272 -2.304 0.724
H 5.478 -2.028 -0.382
H 6.560 0.202 -0.440
H 5.437 2.134 0.629
H 3.261 1.832 1.763
Cl -0.800 0.872 -2.633
C -0.113 0.500 -3.996
C 0.094 -0.300 -5.051
C -0.287 -1.648 -5.273
C -0.726 -2.626 -4.372
C -0.587 -2.731 -3.005
Cl -1.339 -4.060 -2.182
C 0.222 -1.976 -2.130
N 0.956 -1.570 -1.334
H 0.591 0.179 -5.892
H -0.266 -1.963 -6.310
H -1.225 -3.479 -4.820
N 4.658 1.026 -3.960
C 3.756 0.872 -3.003
N 3.330 -0.319 -2.637
N 3.295 2.031 -2.456
C 2.434 2.009 -1.561
N 1.614 2.026 -0.693
H 5.097 0.246 -4.419
H 4.955 1.960 -4.190
H 3.721 -1.159 -3.031
H 2.664 -0.450 -1.881
*
```



(3)
Entry from OMol25: C32H32F6FeN3OS as an isolated structure at a distorted geometry (the ωB97M-V functional and the def2-TZVPD basis).

Its HOMO energy (alpha / beta) is -1.30 / -3.17 eV. For the total energy, the calculation gives -101742.274 eV. As for the energy above the lowest of the compared OMol25 structures with the same formula, charge and spin: 4.251 eV.

```
! RIJCOSX wB97M-V def2-TZVPD def2/J DEFGRID3
* xyz -1 5
F -6.878 -2.512 5.747
C -5.520 -2.586 5.929
F -5.205 -1.747 6.958
F -5.245 -3.864 6.349
C -4.776 -2.257 4.661
C -3.850 -1.223 4.636
C -3.147 -0.953 3.449
N -2.165 0.044 3.494
C -1.506 0.605 2.417
S -2.218 0.708 0.894
N -0.271 1.088 2.744
C 0.782 1.341 1.749
C 0.174 2.050 0.554
C -0.279 3.505 0.842
C 0.084 4.279 -0.435
C 1.001 3.341 -1.251
N 1.009 2.084 -0.552
C -3.381 -1.717 2.312
C -4.334 -2.735 2.355
C -4.559 -3.540 1.105
F -5.668 -4.325 1.175
F -4.702 -2.727 0.006
F -3.489 -4.364 0.846
C -5.032 -3.025 3.522
H -3.663 -0.623 5.524
H -1.877 0.357 4.420
H 0.074 0.819 3.665
H 1.534 1.996 2.208
H 1.275 0.403 1.442
H -0.740 1.439 0.189
H -1.352 3.518 1.061
H 0.280 3.889 1.704
H -0.821 4.493 -1.014
H 0.589 5.221 -0.201
H 0.648 3.237 -2.291
H 2.023 3.755 -1.306
H 1.306 1.177 -1.028
H -2.837 -1.536 1.380
H -5.755 -3.832 3.547
C 6.966 3.897 -0.995
O 6.743 2.594 -0.412
C 5.748 1.819 -0.918
C 5.446 0.633 -0.203
C 4.269 -0.035 -0.460
C 3.368 0.451 -1.437
C 1.933 0.088 -1.404
C 1.269 -0.359 -2.669
C 1.646 -1.415 -3.602
C 0.678 -1.441 -4.683
C -0.300 -0.400 -4.433
C 0.052 0.256 -3.194
Fe -0.196 -1.678 -2.926
C -0.733 -2.144 -1.075
C -0.064 -3.251 -1.737
C -0.802 -3.559 -2.948
C -1.919 -2.641 -3.039
C -1.874 -1.765 -1.885
C 3.814 1.458 -2.316
C 4.960 2.185 -2.039
H 7.825 4.284 -0.445
H 7.203 3.817 -2.066
H 6.094 4.553 -0.851
H 6.120 0.327 0.594
H 4.002 -0.926 0.110
H 1.728 -0.630 -0.599
H 2.551 -2.013 -3.511
H 0.728 -2.069 -5.568
H -1.116 -0.104 -5.087
H -0.417 1.127 -2.743
H -0.507 -1.739 -0.092
H 0.778 -3.813 -1.340
H -0.608 -4.397 -3.614
H -2.705 -2.660 -3.790
H -2.613 -1.019 -1.606
H 3.211 1.718 -3.187
H 5.216 3.065 -2.634
*
```



(4)
Entry from OMol25: C32H32GaI2N2O6 as an isolated structure (the ωB97M-V functional and the def2-TZVPD basis).

Its HOMO energy is -5.37 eV. For the total energy, the calculation gives -117549.570 eV.

```
! RIJCOSX wB97M-V def2-TZVPD def2/J DEFGRID3
* xyz -1 1
C 0.778 -3.168 1.254
C -0.628 -3.539 0.812
O -0.891 -4.676 0.490
N -1.556 -2.498 0.740
C -1.905 -1.909 1.976
C -0.988 -0.820 2.512
O -2.881 -2.232 2.603
Ga -2.952 -2.685 -0.645
C -3.545 -0.818 -1.131
C -2.873 0.274 -0.275
C -2.669 1.539 -1.080
N -1.353 1.758 -1.627
O -3.548 2.334 -1.295
C -1.949 -3.325 -2.329
C -0.674 -2.611 -2.457
O -0.622 -1.420 -2.754
C 0.645 -3.309 -2.192
C 1.797 -2.520 -2.163
C 3.039 -3.087 -1.911
C 3.153 -4.456 -1.684
C 2.016 -5.254 -1.729
C 0.773 -4.682 -1.981
C -4.486 -4.025 -0.341
I -4.250 -5.403 1.291
C -5.905 -3.458 -0.300
C -6.343 -2.914 -1.668
I -6.220 -2.014 1.254
H 1.476 -3.888 0.828
H 1.033 -2.180 0.871
H 0.855 -3.162 2.342
H -0.345 -0.400 1.744
H -1.597 -0.060 2.996
H -0.363 -1.271 3.289
H -3.239 -0.657 -2.170
H -4.626 -0.690 -1.109
H -1.887 -0.084 0.021
H -3.460 0.532 0.608
H -0.920 0.839 -1.729
H -0.791 2.217 -0.912
H -1.859 -4.410 -2.337
H -2.580 -3.020 -3.167
H 1.710 -1.457 -2.339
H 3.925 -2.463 -1.890
H 4.114 -4.905 -1.467
H 2.071 -6.320 -1.549
H -0.101 -5.317 -1.984
H -4.488 -4.672 -1.222
H -6.583 -4.268 -0.030
H -6.288 -1.832 -1.738
H -5.755 -3.379 -2.461
H -7.387 -3.188 -1.841
C 0.731 6.577 -0.844
C 1.700 7.575 -0.834
C 2.899 7.375 -0.171
C 3.132 6.178 0.494
C 2.152 5.183 0.498
C 0.956 5.384 -0.179
C 2.358 3.903 1.234
O 1.513 3.034 1.237
C 3.640 3.727 1.977
C 3.838 2.562 2.707
C 5.024 2.372 3.395
C 6.020 3.343 3.351
C 5.826 4.507 2.627
C 4.633 4.706 1.942
C 4.435 5.978 1.189
O 5.306 6.822 1.147
H -0.202 6.730 -1.370
H 1.518 8.510 -1.348
H 3.662 8.141 -0.161
H 0.205 4.607 -0.182
H 3.057 1.814 2.728
H 5.176 1.466 3.965
H 6.949 3.190 3.885
H 6.590 5.270 2.587
*
```



(5)
Entry from OMol25: C32H32N10O8SZn as an isolated structure (the ωB97M-V functional and the def2-TZVPD basis).

Its HOMO energy is -8.32 eV. For the total energy, the calculation gives -124235.374 eV.

```
! RIJCOSX wB97M-V def2-TZVPD def2/J DEFGRID3
* xyz 0 1
Zn 0.230 -0.100 0.079
O 2.919 1.500 2.682
S 2.886 0.829 1.408
O 2.882 -0.613 1.410
N 1.633 1.289 0.504
C 1.214 2.640 0.595
C 2.022 3.737 0.798
C 1.500 5.046 0.804
C 0.173 5.290 0.616
C -0.704 4.197 0.445
C -2.099 4.344 0.281
C -2.894 3.241 0.157
C -2.295 1.972 0.191
N -1.002 1.799 0.329
C -0.188 2.882 0.450
C 4.344 1.316 0.514
C 4.278 1.652 -0.833
C 5.447 1.971 -1.510
C 6.663 1.951 -0.840
C 6.716 1.622 0.508
C 5.554 1.304 1.194
H 3.080 3.607 0.960
H 2.183 5.873 0.949
H -0.219 6.299 0.605
H -2.525 5.340 0.259
H -3.966 3.325 0.031
H -2.893 1.071 0.093
H 3.317 1.693 -1.332
H 5.405 2.238 -2.558
H 7.574 2.204 -1.369
H 7.667 1.616 1.025
H 5.571 1.055 2.247
C 1.320 -0.716 -2.914
N 1.997 -1.396 -4.012
C 3.410 -1.569 -3.659
N 3.571 -2.337 -2.423
C 2.881 -1.630 -1.348
N 1.432 -1.446 -1.627
C 0.842 -2.790 -1.849
N 1.506 -3.514 -2.927
C 1.392 -2.725 -4.157
C 2.929 -3.641 -2.603
H 0.266 -0.636 -3.167
H 1.744 0.284 -2.788
H 3.866 -0.586 -3.529
H 3.919 -2.088 -4.473
H 3.335 -0.649 -1.218
H 2.997 -2.181 -0.419
H -0.215 -2.667 -2.083
H 0.927 -3.376 -0.934
H 0.336 -2.609 -4.412
H 1.893 -3.257 -4.967
H 3.429 -4.175 -3.413
H 3.039 -4.221 -1.684
C -1.287 0.214 3.354
C -0.579 -1.022 2.927
N -0.053 -1.283 1.746
C 0.533 -2.536 1.839
C 0.336 -3.038 3.077
N -0.369 -2.066 3.754
H -1.385 0.888 2.511
H -0.724 0.723 4.138
H -2.282 -0.022 3.735
H 1.073 -2.968 1.018
H 0.639 -3.963 3.533
H -0.668 -2.112 4.712
O -3.160 -1.309 -2.086
C -2.185 -0.589 -1.932
O -1.307 -0.704 -1.007
C -2.014 0.560 -2.929
C -2.927 0.673 -3.971
C -2.790 1.702 -4.884
C -1.780 2.641 -4.808
C -0.883 2.494 -3.773
C -0.979 1.476 -2.846
N 0.239 3.444 -3.658
O 0.119 4.524 -4.195
O 1.209 3.086 -3.017
N -3.760 1.814 -5.997
O -3.586 2.707 -6.801
O -4.668 1.013 -6.031
H -3.736 -0.040 -4.048
H -1.697 3.443 -5.526
H -0.231 1.401 -2.073
*
```



(6)
Entry from OMol25: C32H32N7O5S4Tl as an isolated structure at a distorted geometry (the ωB97M-V functional and the def2-TZVPD basis).

Its HOMO energy is -8.22 eV. For the total energy, the calculation gives -102406.471 eV. As for the energy above the lowest of the compared OMol25 structures with the same formula, charge and spin: 1.421 eV.

```
! RIJCOSX wB97M-V def2-TZVPD def2/J DEFGRID3
* xyz 0 1
Tl 0.280 0.325 -1.259
O -0.016 -3.291 2.031
C -0.141 -2.147 1.612
O -1.077 -1.758 0.825
C 0.838 -1.064 2.048
C 1.591 -1.269 3.197
C 2.458 -0.274 3.619
C 2.539 0.893 2.893
C 1.743 1.038 1.764
N 0.918 0.080 1.342
C 1.804 2.329 0.930
O 2.701 3.129 1.222
O 0.961 2.428 -0.005
H 1.505 -2.208 3.725
H 3.047 -0.413 4.516
H 3.196 1.709 3.160
S -2.282 -4.122 -2.483
C -0.737 -3.654 -3.249
C -0.715 -3.290 -4.591
C 0.493 -2.870 -5.124
C 1.616 -2.821 -4.312
C 1.490 -3.223 -2.992
N 0.339 -3.647 -2.474
H -1.624 -3.313 -5.175
H 0.544 -2.561 -6.159
H 2.569 -2.477 -4.687
H 2.336 -3.194 -2.316
C 5.223 -3.203 -0.425
C 5.280 -1.934 0.424
C 4.582 -0.794 -0.245
N 3.536 -0.897 -0.979
N 3.060 0.287 -1.448
C 3.770 1.314 -1.076
N 3.568 2.587 -1.484
S 5.122 0.868 -0.061
H 5.737 -4.021 0.079
H 5.699 -3.032 -1.390
H 4.187 -3.486 -0.595
H 6.313 -1.644 0.624
H 4.792 -2.112 1.387
H 2.639 2.739 -1.855
H 3.812 3.284 -0.793
O -1.108 2.576 -2.588
S -1.541 3.116 -1.274
C -2.837 4.340 -1.654
C -3.282 5.174 -0.640
C -4.244 6.132 -0.916
C -4.755 6.249 -2.202
C -4.294 5.418 -3.213
C -3.330 4.459 -2.940
C -2.850 1.997 -0.691
C -3.520 1.213 -1.615
C -4.565 0.408 -1.194
C -4.928 0.390 0.145
C -4.241 1.167 1.068
C -3.193 1.973 0.650
H -2.869 5.075 0.357
H -4.585 6.789 -0.127
H -5.502 7.002 -2.416
H -4.678 5.518 -4.219
H -2.946 3.811 -3.719
H -3.218 1.239 -2.655
H -5.087 -0.214 -1.909
H -5.741 -0.245 0.475
H -4.516 1.146 2.115
H -2.642 2.581 1.358
C -2.978 -3.029 2.500
N -2.730 -4.205 1.704
C -2.870 -5.518 2.325
C -2.783 -6.487 1.139
N -2.351 -5.603 0.070
C -2.331 -4.318 0.440
S -1.870 -3.043 -0.618
H -3.939 -3.151 3.004
H -2.991 -2.155 1.865
H -2.195 -2.905 3.251
H -3.823 -5.575 2.852
H -2.060 -5.675 3.042
H -3.748 -6.941 0.902
H -2.053 -7.279 1.299
H -2.152 -5.889 -0.875
*
```